No. 1
C6H12N | the ωB97M-V functional and the def2-TZVPD basis

Output
* LUMO level: -4.0 eV
* charge: +1
* SMILES string: CCC(C)=[N+]1CC1

Cartesian coordinates (Å):
N  -0.90  0.61  0.15
C  0.58  -0.94  -1.01
C  2.05  -0.36  -0.93
C  -0.24  -0.49  0.15
C  -0.03  -1.38  1.34
C  -1.60  1.61  0.86
C  -1.38  1.73  -0.59
H  0.09  -0.51  -1.95
H  -0.72  -1.31  2.09
H  -2.64  1.37  1.38
H  -0.46  2.39  -0.97
H  -2.09  1.33  -1.29
H  2.55  -1.02  -0.17
H  2.39  -0.57  -1.86
H  1.93  0.72  -0.83
H  0.69  -1.92  -1.05
H  0.78  -1.08  1.88
H  -1.15  2.22  1.58
H  0.15  -2.39  1.20

---

No. 2
C6H12N2 | the ωB97M-V functional and the def2-TZVPD basis

Output
* LUMO level: 0.6 eV
* SMILES string: CC(C)(C)CC1N=N1

Cartesian coordinates (Å):
N  0.71  -2.83  -2.46
N  -0.40  -3.12  -2.03
C  -1.49  -0.75  0.72
C  0.64  0.47  1.42
C  0.10  -1.74  -1.85
C  -0.51  1.24  -0.66
C  -0.15  0.04  0.23
C  0.74  -1.00  -0.55
H  1.07  -1.75  0.11
H  1.58  -0.48  -0.91
H  -1.72  -1.20  -0.16
H  -1.24  1.96  -0.43
H  0.11  1.20  2.17
H  1.72  0.87  1.26
H  -0.79  0.82  -1.58
H  -2.13  0.07  0.93
H  -0.34  -1.01  -2.56
H  0.42  1.87  -0.80
H  -1.22  -1.37  1.58
H  0.88  -0.37  2.06

---

No. 3
C6H12N2 | the ωB97M-V functional and the def2-TZVPD basis

Output
* LUMO level: 1.0 eV
* SMILES string: CC(C)/N=C/N1CC1

Cartesian coordinates (Å):
N  -0.20  -0.52  -1.12
N  2.09  -0.21  -0.82
C  -1.59  -0.13  -0.62
C  -2.21  -1.20  0.34
C  0.70  -0.08  -0.33
C  -2.07  1.26  -0.05
C  2.91  -0.76  0.19
C  2.91  0.70  0.04
H  3.72  -1.44  -0.16
H  3.86  1.10  -0.45
H  0.66  0.87  0.58
H  2.41  -0.92  1.22
H  -1.25  2.15  -0.55
H  -2.42  -2.18  -0.15
H  -3.13  1.55  -0.37
H  -3.22  -0.61  0.59
H  -1.98  1.30  1.19
H  -2.25  -0.57  -1.46
H  -1.38  -1.58  1.17
H  2.43  1.28  0.75

---

No. 4
C6H12N2 | the ωB97M-V functional and the def2-TZVPD basis

Output
* LUMO level: 0.9 eV
* SMILES string: Cc1c[nH]cn1.CC

Cartesian coordinates (Å):
N  0.48  1.30  0.32
N  0.71  -0.04  2.03
C  0.31  0.37  -2.96
C  -0.66  0.54  0.36
C  -0.49  -0.32  1.42
C  -0.06  -1.12  -3.04
C  1.28  0.90  1.37
C  -1.37  -1.39  1.95
H  -1.52  0.68  -0.27
H  2.18  1.44  1.59
H  -1.33  -1.41  3.04
H  0.50  -1.81  -2.41
H  -1.10  -2.36  1.53
H  -2.43  -1.18  1.77
H  0.21  0.88  -3.92
H  1.37  0.54  -2.72
H  -0.29  0.89  -2.22
H  0.69  1.93  -0.45
H  -1.14  -1.14  -2.97
H  0.31  -1.53  -3.99

---

No. 5
C6H12N2 | the ωB97M-V functional and the def2-TZVPD basis

Output
* LUMO level: 0.8 eV
* SMILES string: Cc1c[nH]cn1.CC

Cartesian coordinates (Å):
N  -0.92  0.25  1.39
N  0.98  1.09  2.17
C  0.99  1.13  0.79
C  -0.20  0.61  2.48
C  -1.73  -2.06  -3.27
C  -0.13  0.54  0.28
C  2.23  1.46  0.03
C  -0.62  -1.98  -2.18
H  2.02  1.68  -1.02
H  -0.54  0.34  -0.69
H  -0.36  -2.94  -1.75
H  0.23  -1.49  -2.66
H  -1.85  -1.04  -3.60
H  -1.00  -1.18  -1.58
H  -1.44  -2.70  -4.10
H  -1.85  -0.11  1.50
H  -0.45  0.40  3.50
H  -2.71  -2.36  -2.89
H  2.82  2.22  0.52
H  2.83  0.56  -0.02

---

No. 6
C6H12N2 | the ωB97M-V functional and the def2-TZVPD basis

Output
* LUMO level: 0.9 eV
* SMILES string: CN=C(C)C.C=C=N

Cartesian coordinates (Å):
N  1.21  0.03  -0.74
N  -2.58  0.93  -0.78
C  -2.82  -1.39  -1.64
C  1.05  1.29  -1.39
C  -2.70  -0.25  -1.09
C  -0.07  0.57  1.34
C  1.27  -1.66  0.85
C  0.74  -0.22  0.42
H  0.47  -2.21  1.41
H  -2.20  1.20  0.09
H  2.22  -1.48  1.40
H  -0.20  1.66  1.14
H  -3.51  -2.17  -1.71
H  1.52  -2.20  -0.11
H  1.59  1.42  -2.26
H  0.39  0.46  2.25
H  -0.03  1.48  -1.61
H  -1.89  -1.69  -2.19
H  -1.12  0.15  1.31
H  1.37  2.14  -0.80

---

No. 7
C6H12N2 | the ωB97M-V functional and the def2-TZVPD basis

Output
* LUMO level: 0.9 eV
* SMILES string: C=C[C@@H](CC)NN=C

Cartesian coordinates (Å):
N  -1.22  1.74  -0.01
N  -0.63  0.85  -0.84
C  1.62  0.35  -0.30
C  -1.67  -1.73  0.10
C  0.35  -0.13  -0.68
C  2.45  -0.49  0.37
C  -0.04  -1.56  0.10
C  -0.70  1.55  1.16
H  -2.38  -0.92  -0.30
H  0.48  -0.44  -1.75
H  -0.69  2.52  1.87
H  3.50  -0.04  0.99
H  -2.14  -2.34  1.19
H  1.98  -1.62  0.46
H  0.52  -2.56  -0.30
H  -1.44  0.59  -1.35
H  -1.68  -2.56  -0.70
H  0.35  1.03  0.93
H  0.30  -1.21  1.08
H  2.03  1.39  -0.62

---

No. 8
C6H12N2 | the ωB97M-V functional and the def2-TZVPD basis

Output
* LUMO level: 0.8 eV
* SMILES string: Cc1c[nH]cn1.CC

Cartesian coordinates (Å):
N  1.13  0.20  1.86
N  2.09  -0.16  -0.08
C  1.46  1.07  -0.11
C  1.57  1.95  -1.30
C  0.84  1.30  1.07
C  -1.66  -0.96  -0.89
C  -2.58  -1.69  0.06
C  1.86  -0.64  1.11
H  0.18  2.04  1.49
H  2.06  2.88  -1.05
H  0.60  2.21  -1.70
H  -2.24  -0.62  -1.75
H  2.26  -1.57  1.48
H  -2.96  -2.59  -0.41
H  -0.91  -1.62  -1.36
H  -0.97  -0.22  -0.50
H  2.10  1.43  -2.09
H  0.74  0.05  2.78
H  -3.44  -1.09  0.36
H  -2.12  -1.97  1.01

---

No. 9
C6H12N2 | the ωB97M-V functional and the def2-TZVPD basis

Output
* LUMO level (alpha / beta): 0.8 / 0.8 eV

Cartesian coordinates (Å):
N  -0.17  -0.82  -0.06
N  0.36  0.75  1.69
C  -2.84  -0.37  0.75
C  3.08  0.04  -0.27
C  -2.31  0.73  -1.42
C  -1.97  -0.07  -0.20
C  0.41  0.04  0.68
C  2.24  -0.92  0.52
H  2.48  -0.96  1.58
H  0.11  1.69  1.97
H  2.86  -0.01  -1.34
H  2.94  1.07  0.08
H  -3.38  0.96  -1.49
H  4.16  -0.16  -0.16
H  -2.56  -0.93  1.64
H  2.24  -1.94  0.14
H  -1.80  1.70  -1.43
H  -2.05  0.19  -2.33
H  -3.90  -0.14  0.69
H  0.09  -0.86  -1.04

---

No. 10
C6H12N2 | the ωB97M-V functional and the def2-TZVPD basis

Output
* LUMO level: 1.0 eV
* SMILES string: CC1=N[C@@H](N)CCC1

Cartesian coordinates (Å):
N  0.76  -0.84  -2.57
N  0.74  -1.00  -0.19
C  0.52  -1.35  2.19
C  -0.87  0.75  -1.17
C  -0.18  0.98  1.05
C  0.28  -0.60  0.92
C  0.67  -0.18  -1.31
C  -1.30  1.41  0.11
H  -1.36  2.50  0.03
H  0.70  1.62  0.92
H  0.87  -2.36  1.96
H  -0.79  1.45  -2.00
H  -1.55  -0.06  -1.42
H  1.73  -1.03  -2.84
H  1.38  0.66  -1.26
H  -2.25  1.02  0.47
H  1.26  -0.84  2.81
H  -0.40  -1.43  2.76
H  0.25  -1.71  -2.55
H  -0.47  1.01  2.10

---

No. 11
C6H12N2 | the ωB97M-V functional and the def2-TZVPD basis

Output
* LUMO level: 1.1 eV
* SMILES string: CC/C(=N\C)N1CC1

Cartesian coordinates (Å):
N  -1.04  -0.91  -0.33
N  -0.14  0.44  1.39
C  -0.15  -0.14  0.12
C  0.58  -0.17  2.49
C  -0.98  -1.41  -1.73
C  1.01  0.41  -0.74
C  -0.94  -0.31  2.30
C  0.63  1.82  -1.35
H  -0.17  1.81  -2.14
H  1.08  0.41  3.26
H  0.34  2.47  -0.51
H  -1.27  -1.28  1.91
H  -0.18  -2.15  -1.81
H  1.43  2.18  -1.95
H  1.91  0.57  -0.10
H  -1.94  -1.86  -1.91
H  -0.81  -0.64  -2.51
H  1.09  -1.15  2.29
H  1.21  -0.31  -1.58
H  -1.66  0.22  2.89

---

No. 12
C6H12N2 | the ωB97M-V functional and the def2-TZVPD basis

Output
* LUMO level: 0.3 eV

Cartesian coordinates (Å):
N  -1.07  -0.56  -1.49
N  1.50  1.13  -1.84
C  -1.15  1.65  0.32
C  0.01  0.13  1.98
C  1.44  0.52  -0.74
C  -0.21  -0.77  -0.58
C  0.22  -2.14  -0.10
C  -0.13  0.62  0.71
H  -1.48  -1.42  -1.85
H  2.13  -0.22  -0.36
H  0.84  1.87  -2.06
H  -2.14  1.30  0.62
H  0.77  -2.62  -0.91
H  -1.17  1.78  -0.76
H  1.07  1.12  0.31
H  -0.74  0.38  2.72
H  0.87  -2.10  0.78
H  0.83  -0.50  2.29
H  -0.94  2.60  0.81
H  -0.64  -2.76  0.15

---

No. 13
C6H12N2 | the ωB97M-V functional and the def2-TZVPD basis

Output
* LUMO level: 1.0 eV

Cartesian coordinates (Å):
N  -0.50  -0.77  0.71
N  -0.94  -1.72  -0.05
C  1.35  3.18  -0.58
C  -0.94  -1.84  -1.37
C  1.70  2.27  0.31
C  0.76  1.50  1.12
C  -1.33  -2.90  0.74
C  0.09  0.40  0.12
H  -1.58  -2.41  1.81
H  0.03  2.04  1.61
H  0.83  0.07  -0.53
H  -0.62  1.06  -0.38
H  2.02  3.65  -1.30
H  1.26  0.89  1.86
H  -0.64  -1.06  -2.04
H  -2.26  -3.21  0.28
H  -0.55  -3.69  0.85
H  -1.12  -2.87  -1.83
H  2.79  2.23  0.32
H  0.25  3.32  -0.71

---

No. 14
C6H12N2 | the ωB97M-V functional and the def2-TZVPD basis

Output
* LUMO level: 1.0 eV
* SMILES string: CC1=C(N)[C@H](C)[C@@H]1N

Cartesian coordinates (Å):
N  -1.49  -1.50  0.37
N  1.53  1.67  0.40
C  -0.56  -0.97  -0.57
C  -1.73  1.57  0.17
C  0.83  -0.66  -0.17
C  2.01  -1.57  -0.11
C  0.69  0.69  -0.08
C  -0.67  0.84  -0.62
H  1.81  -2.49  -0.67
H  -1.40  -1.07  1.28
H  -1.48  1.62  1.23
H  -1.89  2.59  -0.20
H  -2.69  1.05  0.09
H  -0.73  1.03  -1.69
H  2.26  -1.86  0.91
H  -1.96  -2.34  0.05
H  -0.70  -1.47  -1.54
H  2.90  -1.10  -0.54
H  2.16  1.40  1.14
H  1.11  2.58  0.56

---

No. 15
C6H12N2 | the ωB97M-V functional and the def2-TZVPD basis

Output
* multiplicity: 3
* LUMO level (alpha / beta): 0.9 / -1.2 eV
* <S²>: 2.018

Cartesian coordinates (Å):
N  -0.67  -1.36  1.39
N  -1.30  -0.27  0.94
C  -1.31  0.23  -0.36
C  2.39  0.91  -1.21
C  -2.39  0.21  1.80
C  -0.50  -2.40  0.74
C  1.29  -0.16  -0.90
C  -0.17  0.39  -1.07
H  -2.35  -0.33  2.68
H  0.02  -3.26  1.18
H  -3.32  -0.10  1.31
H  -2.31  0.54  -0.63
H  -0.19  0.86  -2.11
H  1.43  -0.42  0.11
H  -2.20  1.26  1.97
H  2.04  1.53  -2.04
H  1.24  -1.10  -1.50
H  3.34  0.55  -1.66
H  2.39  1.52  -0.14
H  -0.77  -2.48  -0.30

---

No. 16
C6H12N2O | the ωB97M-V functional and the def2-TZVPD basis

Output
* LUMO level: 0.7 eV
* SMILES string: Cc1cnc[nH]1.CCO

Cartesian coordinates (Å):
O  -2.62  2.03  5.92
N  -3.65  2.22  -0.42
N  -3.40  1.80  1.74
C  -3.51  0.62  1.04
C  -0.82  0.39  5.63
C  -3.67  0.85  -0.31
C  -1.22  1.77  6.10
C  -3.83  -0.07  -1.47
C  -3.49  2.75  0.82
H  -4.79  0.10  -1.99
H  -3.75  2.75  -1.29
H  -3.80  -1.11  -1.11
H  -1.41  -0.38  6.15
H  -0.62  2.55  5.59
H  -1.05  1.88  7.19
H  -3.47  -0.35  1.55
H  -0.99  0.28  4.54
H  0.25  0.21  5.83
H  -2.81  1.96  4.97
H  -3.01  0.06  -2.20
H  -3.45  3.82  1.00

---

No. 17
C6H12N2O | the ωB97M-V functional and the def2-TZVPD basis

Output
* LUMO level: 0.6 eV

Cartesian coordinates (Å):
O  1.25  0.45  -1.79
N  0.69  -0.76  0.49
N  -1.95  1.47  -0.27
C  0.61  0.72  -0.78
C  -1.16  0.43  -0.88
C  -1.00  -0.85  -0.24
C  -0.57  -0.97  1.17
C  0.90  1.94  0.05
C  1.52  -1.91  0.17
H  -0.85  -0.16  1.85
H  0.94  2.82  -0.58
H  -1.79  1.54  0.73
H  -0.68  -1.95  1.63
H  2.16  -2.17  1.02
H  -1.34  0.37  -1.95
H  0.94  -2.80  -0.08
H  1.88  1.78  0.51
H  2.13  -1.64  -0.69
H  -0.96  -1.74  -0.86
H  0.23  2.15  0.88
H  -2.94  1.28  -0.39

---

No. 18
C6H12N2O | the ωB97M-V functional and the def2-TZVPD basis

Output
* LUMO level: 0.5 eV
* SMILES string: [H]/N=C(/C)N.C=C(C)C=O

Cartesian coordinates (Å):
O  -1.95  -1.41  -0.61
N  -0.15  2.42  1.17
N  -1.59  0.54  1.16
C  0.64  0.41  2.20
C  -0.31  1.16  1.31
C  0.91  -2.02  -0.85
C  0.45  -0.80  -1.16
C  1.11  0.05  -2.20
C  -1.17  -0.56  -0.95
H  -1.40  0.40  -1.46
H  1.64  -2.54  -1.46
H  0.34  -2.70  -0.22
H  -0.99  2.93  0.88
H  -1.66  -0.46  1.35
H  1.41  -0.04  1.58
H  1.11  1.11  2.89
H  0.46  0.21  -3.06
H  -2.40  1.14  1.02
H  0.18  -0.40  2.76
H  1.39  1.01  -1.76
H  2.00  -0.43  -2.59

---

No. 19
C6H12N2O | the ωB97M-V functional and the def2-TZVPD basis

Output
* LUMO level: 1.0 eV
* SMILES string: CN1N[C@@]12CCCCO2

Cartesian coordinates (Å):
O  -0.14  -0.69  -1.02
N  -1.94  0.79  -0.94
N  -1.81  0.33  0.49
C  2.15  -0.39  -0.25
C  1.58  0.77  0.58
C  1.01  -1.37  -0.51
C  -0.67  0.39  -0.48
C  0.34  1.48  -0.16
C  -2.39  -1.00  0.76
H  2.38  1.59  0.80
H  -1.92  -1.68  0.02
H  1.11  -2.04  -1.29
H  0.09  2.43  0.63
H  -2.17  1.78  -1.09
H  -3.50  -0.90  0.56
H  0.79  -1.86  0.50
H  1.23  0.54  1.53
H  -2.30  -1.19  1.92
H  2.99  -0.86  0.23
H  0.58  1.94  -1.11
H  2.60  -0.05  -1.17

---

No. 20
C6H12N2O | the ωB97M-V functional and the def2-TZVPD basis

Output
* LUMO level: 0.9 eV
* SMILES string: CC(=O)[C@@H](N)N1C[C@@H]1C

Cartesian coordinates (Å):
O  0.02  -2.06  -1.31
N  2.48  -0.87  -0.38
N  0.95  0.78  -0.63
C  0.47  1.92  0.15
C  -0.49  1.36  -0.86
C  -1.85  0.95  -0.45
C  -0.87  -1.75  0.88
C  1.21  -0.41  0.12
C  0.04  -1.40  -0.27
H  0.23  1.77  1.20
H  0.95  2.87  -0.07
H  -2.22  0.13  -1.07
H  1.26  -0.27  1.21
H  -0.57  -2.71  1.30
H  -1.94  0.72  0.61
H  3.20  -0.18  -0.16
H  -1.90  -1.80  0.52
H  -0.51  1.84  -1.83
H  2.91  -1.70  0.00
H  -2.54  1.78  -0.62
H  -0.83  -0.98  1.66

---

No. 21
C6H12N2O2 | the ωB97M-V functional and the def2-TZVPD basis

Output
* LUMO level: 0.8 eV
* SMILES string: c1c[nH]cn1.OCCCO

Cartesian coordinates (Å):
O  3.68  -1.01  0.30
O  3.14  0.63  2.59
N  0.79  2.13  0.90
N  0.16  2.18  -1.23
C  3.20  -2.03  1.17
C  2.09  -1.56  2.11
C  -0.17  3.10  0.72
C  2.59  -0.57  3.16
C  0.97  1.59  -0.30
C  -0.58  3.14  -0.59
H  -0.52  3.71  1.55
H  1.28  -1.10  1.51
H  2.40  1.13  2.19
H  4.02  -2.46  1.77
H  1.66  0.79  -0.55
H  3.42  -1.02  3.73
H  0.11  1.94  -2.22
H  1.78  -0.32  3.87
H  2.81  -2.83  0.51
H  1.67  -2.43  2.63
H  -1.31  3.76  -1.12
H  3.88  -0.24  0.88

---

No. 22
C6H12N2O2 | the ωB97M-V functional and the def2-TZVPD basis

Output
* LUMO level: 0.7 eV

Cartesian coordinates (Å):
O  2.48  -1.74  -0.60
O  1.16  -0.11  -1.84
N  2.07  0.62  -0.13
N  0.41  2.02  -1.27
C  0.85  0.81  -0.88
C  -0.43  -0.30  0.25
C  -1.32  0.84  0.77
C  0.08  -1.07  1.47
C  1.94  -0.69  -0.68
C  -1.26  -1.21  -0.65
H  -0.75  -1.41  2.10
H  2.09  0.72  0.87
H  0.58  -2.00  1.20
H  -0.75  1.57  1.35
H  0.71  -0.45  2.11
H  -2.17  -1.56  -0.14
H  -0.69  -2.08  -0.95
H  0.16  2.16  -2.24
H  0.38  2.76  -0.59
H  -1.84  1.35  -0.04
H  -2.12  0.45  1.42
H  -1.58  -0.68  -1.55

---

No. 23
C6H12N2O2 | the ωB97M-V functional and the def2-TZVPD basis

Output
* LUMO level: 0.5 eV
* SMILES string: CN1C[C@H]1[C@@](C)(O)C#N.O

Cartesian coordinates (Å):
O  -2.45  1.03  -3.59
O  -1.66  1.12  0.91
N  -1.21  -1.10  -1.57
N  1.98  0.15  0.58
C  -0.84  -0.89  1.86
C  -0.95  -0.54  -0.58
C  -0.68  0.12  0.73
C  2.11  -1.25  0.23
C  1.53  1.11  -0.40
C  0.70  0.79  0.80
H  1.17  0.72  -1.36
H  2.07  2.05  -0.46
H  -2.57  1.44  -2.73
H  -0.19  -1.76  1.71
H  -2.40  0.07  -3.42
H  3.09  -1.39  -0.26
H  1.34  -1.63  -0.46
H  0.70  1.49  1.64
H  -1.88  -1.23  1.92
H  2.11  -1.86  1.14
H  -1.38  1.97  0.51
H  -0.57  -0.40  2.80

---

No. 24
C6H12N2O4 | the ωB97M-V functional and the def2-TZVPD basis

Output
* LUMO level (alpha / beta): 0.4 / 0.4 eV

Cartesian coordinates (Å):
O  2.97  1.61  0.93
O  2.68  -1.48  0.21
O  2.77  3.03  -0.86
O  1.49  -0.06  -1.02
N  2.05  -1.13  -0.91
N  0.16  -1.88  1.33
C  0.06  -2.17  0.05
C  -1.27  0.81  -0.72
C  -1.78  -0.47  -0.13
C  -1.11  2.01  0.30
C  2.85  2.30  0.04
C  -1.14  -1.74  -0.64
H  -0.88  -1.58  -1.69
H  -0.61  -1.28  1.73
H  -0.25  0.69  -1.18
H  -1.87  -2.60  -0.70
H  -0.46  1.90  1.11
H  -0.82  2.82  -0.29
H  0.89  -2.23  1.88
H  -1.81  1.06  -1.57
H  -2.17  2.07  0.68
H  -2.87  -0.45  -0.24
H  2.75  -0.73  0.76
H  -1.65  -0.51  0.96

---

Across the entries above, energy above the lowest of the compared OMol25 structures with the same formula, charge and spin takes the values 68.14; 76.98; 129.91; 7.82; 12.16; 69.46; 177.05; 3.95; 132.95; 31.18; 46.55; 153.85; 97.70; 42.30; 45.32; 12.73; 91.52; 62.45; 87.92; 62.56; 19.57; 71.30; 56.46; 144.31 kcal per mole, respectively.
Across the entries above, E takes the values -7897.107; -9393.511; -9391.216; -9396.511; -9396.322; -9393.838; -9389.172; -9396.679; -9391.084; -9395.498; -9394.831; -9390.178; -9392.613; -9395.015; -9389.755; -11444.119; -11440.702; -11441.963; -11440.858; -11441.958; -13491.578; -13489.335; -13489.978; -17581.453 eV, respectively.